No. 1
Computed, not measured: a molecular structure, C43H42N11O6Rb, with ωB97M-V/def2-TZVPD.

Geometry as XYZ:
```
103
Properties=species:S:1:pos:R:3
Rb 1.447 -0.340 0.078
O -5.514 -0.987 0.895
C -4.402 -0.407 0.865
O -3.683 -0.081 1.827
C -3.934 -0.004 -0.554
C -4.902 0.054 -1.558
C -4.530 0.397 -2.841
C -3.199 0.688 -3.087
C -2.302 0.651 -2.026
N -2.656 0.309 -0.782
C -0.887 1.177 -2.277
O -0.479 1.110 -3.489
O -0.265 1.672 -1.337
H -5.923 -0.178 -1.289
H -5.266 0.452 -3.636
H -2.835 0.971 -4.065
N 0.706 -0.953 -4.549
C 0.274 -1.983 -5.338
C 1.366 -2.783 -5.530
N 2.454 -2.281 -4.867
C 2.021 -1.182 -4.285
C 2.793 -0.275 -3.432
N 4.011 -0.475 -2.969
C 4.270 0.609 -2.172
C 3.199 1.464 -2.160
N 2.263 0.888 -2.974
H 0.137 -0.164 -4.198
H -0.745 -2.050 -5.677
H 1.427 -3.696 -6.102
H 5.198 0.701 -1.632
H 3.006 2.390 -1.648
H 1.304 1.232 -3.142
C -4.766 -4.274 -2.483
C -3.865 -5.083 -1.543
C -4.686 -5.473 -0.313
C -3.401 -6.363 -2.252
C -2.634 -4.256 -1.177
C -1.712 -3.891 -2.155
C -0.558 -3.229 -1.782
N -0.263 -2.906 -0.526
C -1.163 -3.191 0.415
C -2.351 -3.862 0.122
C -0.814 -2.807 1.825
C -1.662 -3.091 2.894
C -1.289 -2.748 4.182
C -0.053 -2.124 4.344
C 0.725 -1.863 3.231
N 0.352 -2.195 1.997
C -2.189 -3.014 5.387
C -3.465 -3.760 4.996
C -1.424 -3.853 6.418
C -2.595 -1.674 6.015
H -5.594 -4.898 -2.831
H -4.218 -3.910 -3.355
H -5.169 -3.412 -1.953
H -5.552 -6.059 -0.636
H -5.045 -4.588 0.215
H -4.100 -6.092 0.373
H -4.268 -6.980 -2.505
H -2.741 -6.945 -1.604
H -2.861 -6.143 -3.174
H -1.864 -4.136 -3.199
H 0.185 -2.969 -2.531
H -3.064 -4.055 0.905
H -2.624 -3.536 2.707
H 0.301 -1.817 5.321
H 1.683 -1.355 3.305
H -3.240 -4.733 4.554
H -4.058 -3.187 4.281
H -4.074 -3.927 5.888
H -1.124 -4.811 5.987
H -2.058 -4.048 7.288
H -0.523 -3.343 6.762
H -3.183 -1.093 5.304
H -1.723 -1.082 6.297
H -3.202 -1.847 6.908
O 3.151 0.769 2.394
N 4.385 0.537 2.387
N 4.710 -0.591 1.834
O 3.866 -1.439 1.332
C 6.102 -0.867 1.736
C 6.483 -1.980 0.995
C 7.830 -2.280 0.850
C 8.801 -1.485 1.440
C 8.409 -0.377 2.183
C 7.070 -0.061 2.337
H 5.702 -2.571 0.541
H 8.118 -3.143 0.261
H 9.852 -1.721 1.321
H 9.156 0.254 2.650
H 6.760 0.802 2.907
N 1.018 3.890 6.209
C 0.535 3.210 5.417
C -0.092 2.383 4.425
C -1.409 1.954 4.598
C -1.977 1.178 3.611
C -1.215 0.852 2.495
N 0.042 1.261 2.327
C 0.598 2.011 3.269
H -1.960 2.240 5.486
H -2.997 0.823 3.664
H -1.673 0.265 1.701
H 1.631 2.298 3.119
```

As for the HOMO-LUMO gap: 0.234 Ha. For the energy relative to the best compared isomer or geometry (same formula, charge and spin), the calculation gives 0.382 eV. For the HOMO energy, the calculation gives -2.60 eV. As for the net charge: -2. For the calculated total energy, the calculation gives -2741.787707 hartree.

=====

No. 2
Computed, not measured: a molecular structure, C43H43AsClN4OP2S2TeY, with ωB97M-V/def2-TZVPD.

Geometry as XYZ:
```
99
Properties=species:S:1:pos:R:3
Y -1.163 -1.558 0.266
S -3.714 -1.204 1.469
C -2.688 -0.918 2.802
N -1.380 -0.922 2.683
C -0.739 -0.582 3.870
C 0.631 -0.415 4.033
C 1.111 -0.045 5.273
C 0.244 0.155 6.351
C -1.122 -0.002 6.198
C -1.603 -0.364 4.946
S -3.249 -0.560 4.415
H 1.293 -0.558 3.192
H 2.176 0.098 5.408
H 0.642 0.445 7.315
H -1.798 0.169 7.026
Te 0.608 1.910 -2.845
C 1.955 3.543 -2.859
C 2.480 4.038 -4.047
C 3.361 5.106 -3.996
N 3.745 5.703 -2.867
C 3.228 5.223 -1.736
C 2.340 4.159 -1.679
C 0.679 1.457 -0.814
P -0.886 1.423 0.064
C -0.782 2.369 1.629
C 0.389 2.984 2.048
C 0.460 3.592 3.296
C -0.648 3.592 4.130
C -1.832 2.996 3.707
C -1.897 2.385 2.467
C -2.116 2.420 -0.852
C -1.962 3.799 -0.989
C -2.875 4.537 -1.723
C -3.956 3.905 -2.326
C -4.123 2.536 -2.187
C -3.205 1.798 -1.450
P 1.407 -0.107 -0.327
C 2.470 -0.748 -1.683
C 2.280 -2.037 -2.164
C 3.078 -2.532 -3.192
C 4.065 -1.736 -3.749
C 4.266 -0.445 -3.267
C 3.479 0.040 -2.236
C 2.739 0.171 0.915
C 3.338 1.408 1.111
C 4.367 1.554 2.032
C 4.805 0.458 2.763
C 4.216 -0.785 2.568
C 3.187 -0.928 1.648
H 2.220 3.598 -5.003
H 3.786 5.506 -4.911
H 3.540 5.722 -0.824
H 1.938 3.814 -0.736
H 1.253 2.960 1.394
H 1.382 4.060 3.617
H -0.591 4.054 5.107
H -2.702 2.998 4.353
H -2.820 1.916 2.138
H -1.118 4.290 -0.517
H -2.745 5.607 -1.829
H -4.670 4.483 -2.900
H -4.972 2.044 -2.646
H -3.341 0.730 -1.327
H 1.530 -2.672 -1.703
H 2.941 -3.550 -3.540
H 4.690 -2.120 -4.545
H 5.039 0.180 -3.694
H 3.642 1.045 -1.864
H 2.993 2.255 0.529
H 4.830 2.522 2.178
H 5.606 0.572 3.484
H 4.558 -1.643 3.134
H 2.719 -1.896 1.494
Cl 0.476 -3.617 0.673
C -2.592 -2.870 -4.791
N -1.287 -2.553 -4.225
C -0.076 -2.942 -4.944
C -1.189 -1.900 -3.101
N -1.082 -1.276 -2.132
H -2.676 -3.947 -4.938
H -2.716 -2.364 -5.749
H -3.372 -2.542 -4.109
H -0.052 -4.026 -5.065
H 0.798 -2.619 -4.382
H -0.060 -2.465 -5.925
C -2.063 -6.181 -0.215
As -2.924 -4.623 0.481
C -2.494 -4.492 2.347
C -4.817 -4.858 0.377
O -2.492 -3.301 -0.451
H -2.418 -7.077 0.291
H -0.997 -6.037 -0.045
H -2.266 -6.243 -1.282
H -2.129 -5.457 2.697
H -3.377 -4.191 2.905
H -1.702 -3.758 2.474
H -5.127 -5.691 1.006
H -5.105 -5.039 -0.656
H -5.267 -3.932 0.732
```

As for the HOMO-LUMO gap: 0.244 Ha. For the energy relative to the best compared isomer or geometry (same formula, charge and spin), the calculation gives 0.428 eV. For the HOMO energy, the calculation gives -6.64 eV. For the calculated total energy, the calculation gives -6440.207217 hartree.

=====

- Which of these has the highest energy relative to the best compared isomer or geometry (same formula, charge and spin)?
  C43H43AsClN4OP2S2TeY